[1]
ORCA calculation (ωB97M-V/def2-TZVPD) on the molecule CH2N2O2 at a distorted geometry.

Results
Energy   -8141.6771 eV
Kohn-Sham gap   9.7 eV
SMILES string   O=CNN=O
Energy relative to the best compared isomer or geometry (same formula, charge and spin)   3.694 eV

Each line ends with the Mulliken charge.
Positions of all 7 atoms, in Å:
O (2.13, -0.57, -0.70)  -0.407
C (1.06, -0.30, -0.23)  0.178
N (-0.26, -0.70, -0.66)  0.127
N (-0.55, -1.46, -1.72)  0.050
O (-1.76, -1.56, -1.93)  -0.408
H (0.76, 0.50, 0.48)  0.242
H (-0.92, -0.12, -0.29)  0.218

[2]
ORCA calculation (ωB97M-V/def2-TZVPD) on the ion C3H7INO with charge +1 at a distorted geometry.

Results
Energy   -14850.1908 eV
Kohn-Sham gap (alpha / beta)   6.9 / 6.5 eV
⟨S²⟩   2.005
Net charge   +1
Energy relative to the best compared isomer or geometry (same formula, charge and spin)   0.636 eV
Multiplicity   3

Each line ends with the Mulliken charge.
Positions of all 13 atoms, in Å:
C (-0.09, 0.33, 1.04)  -0.641
C (0.64, 1.23, 0.05)  -0.176
C (0.03, -0.64, -1.14)  -0.469
N (-0.87, -0.66, 0.17)  -0.249
O (0.46, 0.63, -1.23)  -0.358
I (1.55, -2.16, -0.80)  0.363
H (0.56, -0.14, 1.64)  0.340
H (-0.87, 0.68, 1.61)  0.423
H (0.27, 2.25, -0.12)  0.307
H (1.74, 1.35, 0.40)  0.249
H (-0.78, -0.91, -1.89)  0.525
H (-0.82, -1.65, 0.35)  0.278
H (-1.84, -0.31, -0.08)  0.408

[3]
ORCA calculation (ωB97M-V/def2-TZVPD) on the ion C7H14N with charge +1 at a distorted geometry.

Results
Energy   -8966.5209 eV
Kohn-Sham gap   10.4 eV
Net charge   +1
SMILES string   C=[N+]=C(C)[C@@H](C)CC
Energy relative to the best compared isomer or geometry (same formula, charge and spin)   2.557 eV

Each line ends with the Mulliken charge.
Positions of all 22 atoms, in Å:
C (2.29, -2.06, 0.05)  -0.180
N (1.23, -1.54, -0.25)  0.023
C (0.31, -0.70, -0.65)  0.178
C (0.36, -0.38, -2.07)  -1.459
C (-0.78, -0.30, 0.34)  0.918
C (-0.48, -0.39, 1.80)  -1.754
C (-1.44, 1.12, 0.16)  -0.565
C (-0.45, 2.27, 0.26)  -1.528
H (2.35, -3.19, 0.25)  0.252
H (3.26, -1.65, 0.13)  0.316
H (0.49, -1.16, -2.73)  0.513
H (0.97, 0.48, -2.17)  0.364
H (-0.64, -0.10, -2.55)  0.308
H (-1.41, -1.08, -0.06)  0.282
H (0.62, -0.07, 1.88)  0.362
H (-0.46, -1.33, 2.11)  0.542
H (-1.17, 0.10, 2.47)  0.362
H (-2.03, 1.02, -0.84)  0.319
H (-2.28, 1.24, 0.90)  0.417
H (0.22, 2.24, -0.45)  0.399
H (-0.91, 3.17, 0.24)  0.502
H (-0.06, 2.30, 1.20)  0.428

[4]
ORCA calculation (ωB97M-V/def2-TZVPD) on the molecule C4H11NO at a distorted geometry.

Results
Energy   -7863.6514 eV
Kohn-Sham gap   10.0 eV
SMILES string   C[C@H](O)CCN
Energy relative to the best compared isomer or geometry (same formula, charge and spin)   0.902 eV

Each line ends with the Mulliken charge.
Positions of all 17 atoms, in Å:
C (2.15, 0.46, -0.27)  -1.376
C (0.79, -0.22, -0.28)  0.374
O (0.65, -0.98, -1.48)  -0.558
C (-0.36, 0.75, -0.07)  -0.834
C (-1.72, 0.07, 0.00)  -0.464
N (-2.07, -0.37, 1.36)  -0.610
H (2.13, 1.18, -1.11)  0.335
H (2.91, -0.26, -0.57)  0.329
H (2.38, 0.99, 0.64)  0.365
H (0.73, -0.90, 0.58)  0.289
H (0.66, -1.91, -1.25)  0.351
H (-0.15, 1.29, 0.86)  0.362
H (-0.37, 1.53, -0.83)  0.440
H (-2.51, 0.72, -0.37)  0.246
H (-1.68, -0.81, -0.64)  0.256
H (-2.19, -1.38, 1.40)  0.258
H (-1.34, -0.15, 2.03)  0.236

[5]
ORCA calculation (ωB97M-V/def2-TZVPD) on a structure of composition C5H9NO2 at a distorted geometry.

Results
Energy   -10908.8157 eV
Kohn-Sham gap   9.7 eV
Energy relative to the best compared isomer or geometry (same formula, charge and spin)   7.760 eV

Each line ends with the Mulliken charge.
Positions of all 17 atoms, in Å:
C (1.16, -0.65, 0.49)  0.123
C (1.66, 0.86, 0.03)  -0.428
C (-0.56, 0.56, -0.48)  0.251
C (-1.96, 0.22, -0.44)  -0.697
C (-0.42, -0.21, 0.72)  -0.635
H (0.10, -1.86, -0.83)  0.382
H (1.50, -0.97, 1.49)  0.393
H (2.16, 0.94, -0.91)  0.298
H (2.48, 1.33, 0.73)  0.272
H (-0.03, 1.98, 0.73)  0.355
H (-0.08, -0.19, -1.19)  0.360
H (-2.53, 1.24, -0.09)  0.214
H (-2.38, 0.18, -1.32)  0.499
H (-0.33, 0.12, 1.87)  0.338
N (0.38, 1.71, -0.14)  -0.656
O (1.34, -1.55, -0.64)  -0.615
O (-1.68, -0.88, 0.46)  -0.455

[6]
ORCA calculation (ωB97M-V/def2-TZVPD) on a cluster of 2 separate species, C3H2O4 in total at a distorted geometry.

Results
Energy   -11331.7482 eV
Kohn-Sham gap   9.3 eV
SMILES string   O=C=CO.O=C=O
Energy relative to the best compared isomer or geometry (same formula, charge and spin)   1.381 eV

Each line ends with the Mulliken charge.
Positions of all 9 atoms, in Å:
O (-0.31, -1.96, -1.06)  -0.360
C (0.41, -1.22, -0.53)  0.698
C (1.13, -0.43, 0.21)  -0.503
O (1.66, 0.85, -0.03)  -0.487
H (1.10, -0.80, 1.22)  0.309
H (1.19, 1.59, -0.35)  0.327
O (-1.19, 1.12, -0.70)  -0.388
C (-1.76, 0.63, 0.16)  0.736
O (-2.24, 0.22, 1.09)  -0.334

[7]
ORCA calculation (ωB97M-V/def2-TZVPD) on the molecule C8H10ClN3 at a distorted geometry.

Results
Energy   -25447.8163 eV
Kohn-Sham gap   8.6 eV
SMILES string   CN(C)/N=N/c1cccc(Cl)c1
Energy relative to the best compared isomer or geometry (same formula, charge and spin)   2.336 eV

Each line ends with the Mulliken charge.
Positions of all 22 atoms, in Å:
C (-0.50, -1.41, -3.78)  -0.716
N (-1.08, -0.35, -2.96)  0.147
C (-2.39, 0.19, -3.41)  -0.731
N (-0.70, -0.14, -1.66)  -0.052
N (0.16, -0.98, -1.20)  -0.402
C (0.51, -0.62, 0.10)  0.182
C (1.39, -1.54, 0.81)  -0.382
C (1.50, -1.43, 2.21)  -0.576
C (1.17, -0.20, 2.81)  -0.269
C (0.48, 0.73, 2.14)  0.146
Cl (0.09, 2.36, 2.73)  -0.215
C (0.19, 0.54, 0.77)  -0.287
H (-0.75, -1.23, -4.88)  0.260
H (0.62, -1.39, -3.57)  0.277
H (-0.69, -2.50, -3.47)  0.275
H (-2.59, 1.13, -2.91)  0.312
H (-2.43, 0.34, -4.61)  0.228
H (-3.18, -0.67, -3.13)  0.276
H (1.69, -2.30, 0.06)  0.375
H (2.18, -2.09, 2.83)  0.277
H (1.33, 0.07, 3.80)  0.389
H (-0.46, 1.15, 0.22)  0.488

[8]
ORCA calculation (ωB97M-V/def2-TZVPD) on the molecule C4H10N4 at a distorted geometry.

Results
Energy   -10268.8270 eV
Kohn-Sham gap   9.9 eV
SMILES string   [H]/N=C(\N)CCNN=C
Energy relative to the best compared isomer or geometry (same formula, charge and spin)   2.024 eV

Each line ends with the Mulliken charge.
Positions of all 18 atoms, in Å:
H (-0.76, -3.04, -2.25)  0.220
N (-0.31, -2.94, -1.32)  -0.682
C (-0.20, -1.75, -0.92)  0.416
N (-0.49, -0.64, -1.65)  -0.455
C (0.37, -1.44, 0.45)  -0.542
C (-0.36, -0.23, 1.12)  -0.686
N (0.40, 1.02, 1.30)  -0.294
N (0.55, 1.79, 0.12)  -0.272
C (0.52, 3.00, 0.36)  -0.368
H (-0.44, -0.78, -2.68)  0.276
H (-0.08, 0.26, -1.40)  0.219
H (0.40, -2.34, 1.07)  0.272
H (1.45, -1.13, 0.33)  0.339
H (-0.67, -0.51, 2.12)  0.355
H (-1.32, 0.01, 0.50)  0.463
H (-0.09, 1.61, 1.98)  0.297
H (0.86, 3.69, -0.42)  0.247
H (0.16, 3.42, 1.29)  0.196

Q: Which of these has the highest energy?
A: C4H11NO